Entry 1:
The following is a DFT calculation (ωB97M-V with the def2-TZVPD basis set) of a structure of composition C39H39BN8O2S3W.

Last column: Löwdin charge in e.
Geometry (Å):
W1 -0.357 -0.293 -0.415  1.37
C1 -3.112 1.196 -3.554  -0.05
C2 -3.437 -0.210 -3.043  -0.36
C3 -4.662 -0.751 -3.779  -0.07
C4 -3.655 -0.222 -1.550  -0.22
C5 -4.927 -0.326 -0.975  0.00
C6 -4.730 -0.324 0.380  -0.04
N1 -3.421 -0.222 0.609  -0.03
N2 -2.728 -0.145 -0.557  -0.01
B1 -2.766 -0.135 1.968  -0.56
N3 -1.945 1.135 2.059  -0.02
C7 -2.106 2.104 2.958  -0.04
C8 -1.112 3.029 2.772  0.01
C9 -0.336 2.548 1.714  -0.26
N4 -0.863 1.374 1.271  -0.04
C10 0.870 3.334 1.257  -0.40
C11 0.427 4.679 0.670  -0.07
C12 1.823 3.574 2.434  -0.04
N5 -1.812 -1.314 2.189  -0.02
C13 -1.865 -2.196 3.184  -0.03
C14 -0.836 -3.095 3.029  0.01
C15 -0.164 -2.702 1.875  -0.28
N6 -0.757 -1.583 1.380  -0.12
C16 0.987 -3.477 1.298  -0.39
C17 2.240 -3.357 2.172  -0.03
C18 0.590 -4.948 1.133  -0.06
H1 -2.903 1.162 -4.624  0.09
H2 -2.252 1.624 -3.043  0.03
H3 -3.963 1.862 -3.390  0.09
H4 -2.611 -0.872 -3.280  0.10
H5 -5.520 -0.081 -3.685  0.08
H6 -4.951 -1.739 -3.416  0.09
H7 -4.427 -0.839 -4.839  0.09
H8 -5.861 -0.402 -1.498  0.11
H9 -5.420 -0.381 1.205  0.13
H10 -3.601 -0.151 2.828  0.13
H11 -2.920 2.055 3.661  0.13
H12 -0.946 3.936 3.326  0.11
H13 1.403 2.786 0.494  0.06
H14 -0.079 5.286 1.423  0.08
H15 -0.252 4.545 -0.172  0.05
H16 1.301 5.235 0.326  0.08
H17 1.380 4.246 3.172  0.08
H18 2.740 4.042 2.070  0.09
H19 2.090 2.646 2.936  0.07
H20 -2.649 -2.128 3.919  0.13
H21 -0.604 -3.942 3.649  0.12
H22 1.220 -3.091 0.312  0.04
H23 2.029 -3.682 3.193  0.09
H24 2.613 -2.335 2.212  0.06
H25 3.028 -3.994 1.768  0.09
H26 0.440 -5.429 2.101  0.08
H27 1.387 -5.483 0.616  0.09
H28 -0.327 -5.051 0.552  0.07
S1 -1.233 -2.651 -0.994  0.90
C19 -0.143 -3.185 -2.172  -0.65
C20 -0.513 -4.350 -2.933  -0.23
N7 -0.831 -5.290 -3.511  0.19
C21 1.072 -2.585 -2.336  -0.61
S2 1.579 -1.329 -1.256  0.93
C22 2.049 -3.047 -3.274  -0.24
N8 2.856 -3.381 -4.022  0.18
O1 -0.578 -0.895 -4.510  0.12
C23 -0.240 -0.231 -3.555  -0.59
O2 -0.756 -0.460 -2.362  -0.47
C24 0.715 0.899 -3.676  -0.16
C25 1.558 0.956 -4.784  0.00
C26 2.357 2.063 -4.990  -0.06
C27 2.294 3.135 -4.101  -0.07
C28 1.461 3.086 -2.999  -0.10
C29 0.676 1.953 -2.766  -0.51
S3 -0.277 1.958 -1.284  0.84
H29 1.554 0.122 -5.472  0.13
H30 3.019 2.104 -5.845  0.11
H31 2.910 4.010 -4.265  0.11
H32 1.427 3.907 -2.294  0.10
C30 2.806 -0.259 4.753  -0.08
C31 1.442 -0.314 4.408  -0.06
C32 1.038 -0.124 3.118  -0.06
C33 1.948 0.140 2.057  -0.18
C34 1.590 0.321 0.665  -0.31
C35 2.564 0.886 -0.134  -0.26
C36 3.884 1.147 0.283  -0.06
C37 4.272 0.798 1.536  -0.03
C38 3.310 0.312 2.449  -0.19
C39 3.709 0.065 3.788  -0.04
H33 3.124 -0.433 5.773  0.10
H34 0.697 -0.500 5.172  0.11
H35 -0.017 -0.133 2.930  0.08
H36 2.344 1.129 -1.164  0.05
H37 4.582 1.579 -0.424  0.11
H38 5.295 0.928 1.869  0.12
H39 4.760 0.172 4.029  0.11

Cartesian forces, eV/Å:
-0.04 -0.17 0.04
-0.02 -0.03 0.02
-0.04 0.01 0.01
0.01 0.00 -0.01
0.10 0.00 0.06
0.02 0.00 -0.12
0.02 0.02 0.08
-0.02 -0.02 -0.09
-0.05 0.02 -0.01
0.03 -0.04 0.09
-0.01 0.06 -0.06
0.00 0.00 0.00
0.01 -0.04 -0.03
0.02 0.08 0.04
-0.03 -0.10 0.02
-0.02 0.04 0.01
0.01 0.00 -0.02
0.00 -0.01 -0.03
-0.01 -0.01 0.07
-0.05 0.00 -0.01
0.03 0.00 0.01
0.01 0.00 -0.03
0.02 -0.02 0.08
0.00 0.00 0.01
-0.02 -0.01 0.01
0.02 0.01 -0.02
0.00 0.00 0.00
0.01 0.02 0.01
0.01 0.01 0.00
-0.03 -0.03 0.01
-0.01 -0.01 -0.01
0.01 0.00 0.00
0.00 0.01 0.00
-0.01 0.00 0.01
0.00 -0.01 0.00
0.02 0.02 -0.01
0.00 0.01 0.00
0.00 0.00 0.00
-0.01 0.01 -0.01
0.00 0.01 0.01
0.01 0.01 0.02
0.00 0.00 0.00
-0.01 -0.01 0.00
0.00 0.00 0.01
0.00 0.00 0.01
0.00 -0.01 0.00
0.00 0.01 0.00
0.00 0.04 0.01
0.01 -0.01 0.00
-0.01 0.00 0.01
0.00 0.00 0.00
0.00 0.01 0.01
0.00 -0.01 0.01
0.00 -0.01 0.01
-0.03 0.07 0.01
-0.04 -0.17 -0.13
0.05 0.15 0.08
0.00 -0.01 0.00
0.10 -0.11 -0.06
0.04 0.03 -0.02
-0.12 0.06 0.08
0.02 -0.01 0.00
0.00 0.04 0.04
0.15 -0.11 -0.23
-0.09 0.32 0.00
-0.10 0.05 0.10
-0.01 0.02 0.00
0.00 0.02 0.01
-0.02 -0.03 0.00
0.02 0.00 -0.06
-0.03 -0.15 0.00
0.07 0.00 -0.04
0.00 0.00 -0.01
0.00 0.00 0.00
0.00 0.00 0.00
0.00 0.00 -0.01
-0.06 -0.01 0.02
0.04 0.00 0.00
0.01 -0.02 0.01
-0.05 0.01 -0.04
0.05 -0.02 0.06
0.02 0.04 0.02
-0.04 -0.04 -0.03
0.01 0.02 0.02
0.01 -0.01 0.02
0.06 0.03 -0.02
0.00 0.00 0.00
0.01 0.00 0.00
-0.02 0.01 -0.03
-0.03 0.00 -0.01
0.01 0.00 0.00
0.00 0.00 0.00
0.00 0.00 0.00

orbital gap (spin up / spin down): 5.9449 / 5.9498 eV
total charge: 0
molecular weight: 942.65 g/mol
ΔE to the lowest compared entry with this formula, charge and spin: 0.00 kJ/mol


Entry 2:
The following is a DFT calculation (ωB97M-V with the def2-TZVPD basis set) of a structure of composition C14H27F11IrN2O5PS5SbTe.

Last column: natural (NBO) charge in e.
Geometry (Å):
Ir1 -0.611 -1.918 0.551  1.11
S1 1.232 -3.264 4.339  -0.94
Sb1 -0.067 -3.739 2.404  1.47
S2 -2.290 -2.689 1.894  -0.52
S3 0.290 -4.025 0.088  -0.56
F1 1.701 -0.897 -4.468  -0.34
C1 0.797 -1.404 -5.360  0.70
F2 1.492 -2.129 -6.311  -0.33
F3 0.230 -0.360 -5.990  -0.32
S4 -0.449 -2.387 -4.488  2.29
O1 0.268 -3.490 -3.942  -0.91
O2 -1.291 -2.733 -5.626  -0.99
N1 -1.242 -1.291 -3.758  -1.27
S5 -2.214 -1.038 -2.539  2.53
O3 -3.434 -1.803 -2.464  -0.92
O4 -2.304 0.370 -2.382  -0.97
C2 -1.625 2.372 -5.731  1.01
F4 -2.604 2.302 -6.627  -0.33
F5 -1.646 3.649 -5.259  -0.35
F6 -0.474 2.259 -6.412  -0.33
F7 -1.894 -7.559 -2.519  -0.68
Te1 -2.853 -6.799 -1.083  2.62
F8 -4.254 -7.430 -2.304  -0.64
F9 -4.322 -5.863 -0.317  -0.67
F10 -0.963 -5.471 2.472  -0.73
F11 -3.121 -8.463 -0.199  -0.63
O5 -1.223 -1.656 -1.281  -1.03
C3 1.102 3.674 0.257  -0.63
C4 0.280 2.371 0.070  -0.34
C5 0.612 1.696 -1.266  -0.63
C6 -1.191 2.775 -0.067  -0.62
P1 0.501 1.066 1.488  1.80
N2 -0.090 -0.253 1.042  -1.33
C7 2.458 0.856 1.681  -0.30
C8 2.668 -0.574 2.194  -0.64
C9 3.083 1.826 2.679  -0.62
C10 3.118 0.781 0.272  -0.61
C11 -0.411 1.513 3.165  -0.30
C12 -1.891 1.323 2.876  -0.64
C13 -0.066 2.904 3.758  -0.62
C14 -0.032 0.470 4.237  -0.62
H1 0.477 4.554 -0.061  0.21
H2 2.035 3.741 -0.342  0.21
H3 1.394 3.871 1.286  0.20
H4 0.440 2.386 -2.099  0.21
H5 -0.043 0.798 -1.373  0.26
H6 1.640 1.386 -1.346  0.21
H7 -1.279 3.514 -0.883  0.21
H8 -1.534 3.202 0.876  0.19
H9 -1.852 1.909 -0.374  0.26
H10 2.313 -0.774 3.210  0.24
H11 3.752 -0.830 2.267  0.20
H12 2.205 -1.363 1.603  0.24
H13 2.653 1.736 3.671  0.21
H14 3.002 2.867 2.365  0.20
H15 4.159 1.576 2.721  0.21
H16 2.570 0.065 -0.353  0.24
H17 4.183 0.427 0.428  0.21
H18 3.154 1.727 -0.190  0.20
H19 -2.255 2.071 2.138  0.20
H20 -2.548 1.494 3.728  0.21
H21 -2.056 0.342 2.440  0.26
H22 -0.174 3.631 2.950  0.20
H23 0.991 2.902 4.119  0.21
H24 -0.779 3.165 4.548  0.21
H25 -0.062 -0.560 3.920  0.26
H26 -0.651 0.537 5.113  0.21
H27 0.995 0.655 4.565  0.19

Cartesian forces, eV/Å:
-0.63 -0.59 -2.06
-0.01 -0.11 0.19
-0.11 -0.82 2.33
-0.01 0.11 0.66
0.41 0.01 -1.42
-0.24 -0.31 -0.83
1.26 0.86 -0.09
-0.86 0.80 1.34
0.44 -0.48 0.10
-3.05 -0.90 -3.13
0.46 0.19 1.47
0.54 -0.50 -0.06
0.27 0.54 1.21
2.65 -2.68 2.28
0.72 0.29 -0.51
-0.37 1.18 0.19
0.76 2.53 -2.09
-0.25 -0.75 0.63
-0.09 -1.18 0.58
-0.42 -0.61 0.92
0.85 -0.47 -0.41
-1.74 -1.13 -0.74
1.03 1.04 1.33
-0.31 -0.21 0.17
-0.16 -0.79 0.39
0.26 0.96 -0.23
-2.00 1.04 -3.01
-0.02 0.76 -0.32
0.05 0.28 -0.01
-0.38 -0.96 0.06
-0.80 -0.79 -0.15
1.47 2.08 0.59
-0.19 0.00 -0.09
-1.06 -1.23 -0.23
0.40 -0.69 1.29
0.62 0.06 -0.81
0.77 -0.70 1.52
0.63 -0.06 0.62
-0.52 1.19 -1.31
0.32 -0.47 -0.95
1.24 0.20 -0.63
0.53 -0.76 0.25
-0.51 -0.38 0.24
-0.05 0.00 0.19
-0.31 0.03 0.14
0.54 0.72 -0.22
0.00 -0.01 -0.13
0.06 -0.17 0.37
-0.24 0.26 -0.29
0.75 0.81 0.54
-0.22 0.28 -0.09
-0.50 0.41 -0.32
0.01 0.26 -0.30
0.03 -0.18 0.07
0.00 0.07 -0.02
-0.30 0.17 0.20
0.38 0.11 0.25
-1.13 0.28 -0.22
0.13 1.15 -0.73
0.21 -0.58 0.36
0.32 -0.30 0.48
-0.21 -0.18 0.16
0.07 0.37 0.20
-0.99 0.24 -0.12
0.25 -0.10 0.06
-0.14 -0.38 -0.36
-0.58 0.33 0.38
-0.02 -0.13 0.09

orbital gap (spin up / spin down): 3.8167 / 5.3242 eV
total charge: -2
molecular weight: 1145.24 g/mol
multiplicity: 6
ΔE to the lowest compared entry with this formula, charge and spin: 291.82 kJ/mol


Entry 3:
The following is a DFT calculation (ωB97M-V with the def2-TZVPD basis set) of a structure of composition C42H36Br2InN6O6PS6.

Last column: Löwdin charge in e.
Geometry (Å):
In1 -0.028 -0.815 0.291  0.49
C1 4.888 0.951 6.730  -0.05
C2 3.975 1.143 5.546  -0.26
C3 3.820 0.145 4.590  -0.02
C4 2.977 0.328 3.504  -0.06
C5 2.275 1.516 3.382  -0.29
C6 2.416 2.530 4.320  -0.04
C7 3.270 2.338 5.393  -0.03
S1 1.031 1.668 2.132  0.58
O1 0.896 3.068 1.821  -0.28
O2 -0.149 1.004 2.652  -0.35
N1 1.489 0.774 0.886  -0.18
C8 2.591 1.170 0.119  -0.25
C9 3.534 2.116 0.465  -0.01
C10 4.649 2.359 -0.363  -0.07
C11 4.834 1.678 -1.531  -0.05
C12 3.869 0.728 -1.937  -0.15
C13 3.965 -0.036 -3.123  0.00
C14 2.991 -0.941 -3.425  -0.03
C15 1.884 -1.069 -2.565  -0.17
N2 1.752 -0.359 -1.474  0.04
C16 2.738 0.500 -1.129  -0.17
H1 5.381 -0.020 6.693  0.07
H2 4.325 1.014 7.663  0.08
H3 5.652 1.729 6.757  0.08
H4 4.353 -0.793 4.699  0.12
H5 2.858 -0.435 2.747  0.09
H6 1.854 3.448 4.197  0.12
H7 3.393 3.125 6.130  0.12
H8 3.427 2.675 1.383  0.10
H9 5.378 3.095 -0.048  0.11
H10 5.708 1.848 -2.148  0.11
H11 4.823 0.101 -3.771  0.12
H12 3.049 -1.559 -4.311  0.11
H13 1.099 -1.781 -2.773  0.08
O3 -2.529 -7.043 -0.855  -0.07
C17 -2.011 -5.957 -0.807  -1.02
S2 -0.395 -5.655 -0.156  0.96
C18 -0.335 -3.931 -0.497  -1.13
C19 -1.435 -3.380 -1.047  -1.14
S3 -1.718 -1.692 -1.391  0.59
S4 -2.785 -4.464 -1.357  0.95
S5 1.099 -3.083 -0.004  0.59
Br1 -2.145 5.752 0.048  0.80
C20 -1.814 3.908 -0.111  -0.66
C21 -0.892 3.453 -1.036  -0.08
C22 -0.634 2.097 -1.052  -0.10
N3 -1.259 1.232 -0.251  0.05
C23 -2.189 1.673 0.596  -0.20
C24 -2.489 3.022 0.709  -0.04
C25 -2.876 0.626 1.401  -0.20
C26 -4.111 0.866 1.985  -0.04
C27 -4.702 -0.154 2.708  -0.66
Br2 -6.356 0.156 3.562  0.78
C28 -4.096 -1.391 2.791  -0.07
C29 -2.883 -1.551 2.140  -0.09
N4 -2.280 -0.566 1.483  0.05
H14 -0.356 4.137 -1.678  0.11
H15 0.097 1.663 -1.727  0.11
H16 -3.190 3.387 1.444  0.11
H17 -4.615 1.814 1.867  0.11
H18 -4.546 -2.210 3.332  0.11
H19 -2.372 -2.506 2.151  0.11
S6 -2.393 0.310 -8.121  0.98
C30 -1.518 0.056 -6.578  -0.51
C31 -1.585 -1.171 -5.936  -0.07
C32 -0.944 -1.316 -4.711  -0.15
N5 -0.264 -0.333 -4.130  0.05
C33 -0.185 0.832 -4.770  -0.13
C34 -0.788 1.081 -5.993  -0.07
C35 -3.646 1.431 -7.498  -0.52
C36 -3.477 2.804 -7.575  -0.09
C37 -4.468 3.618 -7.042  -0.14
N6 -5.575 3.150 -6.470  0.06
C38 -5.728 1.828 -6.413  -0.14
C39 -4.796 0.927 -6.911  -0.08
H20 -2.146 -1.991 -6.366  0.11
H21 -1.009 -2.253 -4.167  0.09
H22 0.398 1.609 -4.280  0.11
H23 -0.702 2.048 -6.470  0.10
H24 -2.597 3.232 -8.036  0.10
H25 -4.367 4.698 -7.072  0.11
H26 -6.638 1.472 -5.942  0.11
H27 -4.956 -0.141 -6.831  0.11
C40 2.743 -3.274 3.015  -0.15
O4 1.721 -2.691 3.823  -0.35
P1 0.298 -2.167 3.198  0.78
O5 -0.479 -3.537 2.846  -0.39
C41 -0.469 -4.688 3.700  -0.09
O6 -0.402 -1.886 4.629  -0.31
C42 -0.230 -0.687 5.390  -0.10
H28 3.564 -3.528 3.684  0.09
H29 3.101 -2.582 2.249  0.06
H30 2.386 -4.173 2.514  0.07
H31 -0.492 -5.562 3.054  0.07
H32 -1.349 -4.677 4.342  0.09
H33 0.424 -4.709 4.323  0.08
H34 -0.319 0.196 4.765  0.06
H35 0.746 -0.685 5.882  0.09
H36 -1.011 -0.685 6.147  0.09

Cartesian forces, eV/Å:
0.07 0.02 -0.61
-0.10 0.03 -0.06
0.05 0.00 0.06
0.00 -0.02 -0.02
-0.02 0.10 0.00
-0.12 -0.12 0.04
-0.01 0.02 -0.03
0.01 -0.01 -0.02
-0.11 0.02 0.09
0.11 0.08 -0.05
-0.08 -0.02 -0.11
-0.21 -0.07 0.33
-0.06 0.11 0.03
-0.11 -0.11 0.03
0.01 0.02 0.00
0.04 -0.01 0.01
-0.10 -0.02 0.03
-0.02 -0.03 -0.03
0.09 0.02 -0.06
-0.03 -0.13 0.11
-0.18 -0.26 -0.04
0.08 0.17 0.05
0.01 0.02 0.01
0.03 -0.01 -0.02
0.02 -0.03 0.01
0.01 0.05 -0.01
0.01 -0.04 0.05
0.05 -0.02 0.03
-0.02 -0.02 -0.03
0.07 0.02 -0.04
-0.03 -0.01 0.00
-0.02 0.01 -0.01
0.00 -0.01 0.01
-0.02 0.02 0.00
0.03 -0.02 0.07
0.07 0.14 0.02
-0.08 -0.09 0.03
0.05 0.01 -0.03
-0.26 -0.06 0.02
-0.15 -0.17 0.01
0.32 -0.12 0.06
0.03 -0.01 -0.04
0.10 0.24 0.17
-0.01 0.02 0.00
-0.05 0.01 0.01
0.04 -0.01 0.05
-0.16 -0.11 -0.02
0.36 0.16 0.00
0.10 -0.13 -0.05
0.00 0.06 0.00
-0.01 -0.09 0.02
-0.01 0.05 0.00
-0.11 0.04 0.01
0.04 -0.03 -0.03
0.02 -0.03 -0.04
0.01 0.00 -0.05
0.40 0.17 0.18
-0.01 -0.04 -0.02
0.02 0.06 0.06
-0.02 -0.02 -0.02
0.03 0.00 0.03
0.01 0.00 -0.01
-0.02 0.02 0.02
0.02 0.08 0.11
-0.17 -0.04 -0.10
0.02 -0.01 0.04
-0.05 0.12 -0.16
-0.11 0.24 -0.25
-0.02 -0.08 -0.02
0.01 0.00 0.08
0.16 -0.13 -0.02
-0.06 0.02 0.00
-0.06 -0.04 0.02
0.02 -0.02 -0.01
0.04 0.06 -0.01
-0.04 0.06 0.05
0.01 0.02 0.00
0.03 0.05 0.02
-0.02 -0.03 -0.04
0.00 -0.02 0.01
-0.01 -0.01 0.00
0.01 -0.03 -0.02
0.02 -0.01 -0.02
-0.01 0.02 -0.02
-0.01 0.05 0.01
-0.02 0.04 -0.11
0.13 -0.28 0.33
0.15 -0.02 -0.03
-0.08 0.01 0.04
-0.23 0.10 0.01
0.19 -0.07 -0.01
0.00 0.02 0.01
-0.02 0.02 0.00
-0.04 -0.02 -0.01
-0.02 0.00 -0.02
-0.01 0.02 0.00
0.02 0.03 0.00
-0.03 0.05 -0.10
0.01 -0.04 -0.02
-0.02 -0.02 0.02

orbital gap: 6.1917 eV
total charge: 0
molecular weight: 1218.79 g/mol
ΔE to the lowest compared entry with this formula, charge and spin: 67.01 kJ/mol


Entry 4:
The following is a DFT calculation (ωB97M-V with the def2-TZVPD basis set) of a cluster of 2 separate species, C6H14N3OS in total.

Last column: natural (NBO) charge in e.
Geometry (Å):
C1 -1.324 -0.617 -0.029  -0.06
C2 2.678 -0.796 1.377  -0.60
C3 2.840 0.862 -0.607  -0.61
C4 -3.738 -1.079 0.458  -0.46
C5 -1.267 1.743 -1.198  -0.73
C6 2.046 -0.175 0.202  -0.23
N1 0.642 -1.488 -1.235  0.22
N2 1.492 -1.013 -0.690  0.15
N3 -2.401 -1.307 -0.048  -0.52
O1 0.063 1.466 1.040  -0.92
S1 -1.373 1.127 0.548  1.11
H1 1.892 -0.959 2.149  0.23
H2 3.207 -1.639 1.261  0.23
H3 3.243 0.052 1.850  0.25
H4 2.469 1.018 -1.631  0.23
H5 3.994 0.616 -0.590  0.24
H6 2.810 1.828 -0.069  0.25
H7 -3.955 -1.897 1.098  0.23
H8 -4.546 -1.261 -0.332  0.24
H9 -3.776 -0.097 1.044  0.24
H10 -2.208 1.668 -1.694  0.24
H11 -0.521 0.989 -1.675  0.23
H12 -0.953 2.692 -1.167  0.25
H13 1.086 0.438 0.624  0.37
H14 -2.400 -2.169 -0.688  0.43

Cartesian forces, eV/Å:
0.73 0.30 -0.25
-1.86 3.64 3.06
2.83 0.45 0.66
-1.55 1.27 -0.06
0.16 -5.65 0.08
-0.06 3.12 0.31
1.49 0.03 0.20
-2.77 -2.50 -1.93
-0.39 -1.24 -2.07
-2.06 -0.72 -0.27
1.33 1.29 0.11
0.41 -0.32 -0.54
2.26 -2.85 -0.65
0.05 -1.05 -0.46
0.21 -0.17 0.41
-2.27 0.18 -0.45
-0.31 -0.45 -0.26
-0.02 -0.61 1.14
1.31 1.07 0.70
-0.28 -1.46 -1.13
-0.77 -0.13 -0.31
-1.17 1.66 0.58
1.42 3.48 0.30
0.76 -0.62 -0.73
0.54 1.27 1.56

orbital gap: 8.9375 eV
total charge: +1
molecular weight: 176.27 g/mol
ΔE to the lowest compared entry with this formula, charge and spin: 564.65 kJ/mol